# C43H65AsCaGeN2O9P2Si

C43H65AsCaGeN2O9P2Si as an isolated structure (wB97M-V/def2-TZVPD, the Open Molecules 2025 dataset).

Properties
2S+1: 1
Gap between HOMO and LUMO: 8.41 eV
HOMO level: -0.2912 Eh
LUMO: 0.5 eV
Relative energy (zero: lowest compared OMol25 entry of this formula, charge and spin): 54.4 kcal per mole
E_tot: -8426.94832 a.u.
Strongest force on any atom: 0.55 eV/Å

Last column: Mulliken charge in e.
Element x y z (Å)
Ca: -0.546 0.619 -0.386  1.609
C: -2.777 3.386 2.466  -1.741
C: -1.518 2.527 2.409  1.517
O: -0.845 2.519 3.711  -0.749
P: -0.361 3.492 1.191  -0.584
O: 0.506 4.225 2.397  -0.646
O: -1.614 2.438 -0.505  -0.518
O: 0.749 2.283 0.793  0.101
P: -2.056 0.755 2.359  -0.082
O: -0.366 0.141 2.758  0.663
O: -2.835 0.535 3.590  -0.773
O: -2.263 0.045 1.080  0.833
H: -2.500 4.424 2.662  0.513
H: -3.455 3.038 3.247  0.389
H: -3.289 3.334 1.504  0.270
H: -1.514 2.247 4.359  0.441
H: 0.593 3.722 3.218  0.309
H: -2.072 3.173 -0.908  -0.221
H: 0.004 0.946 3.186  0.098
O: -0.239 -1.585 -1.071  0.089
N: 0.641 -1.913 -1.919  -1.624
N: 1.348 -0.927 -2.324  1.461
O: 1.161 0.295 -1.891  -0.970
C: 2.331 -1.155 -3.334  0.072
C: 2.935 -0.051 -3.915  -0.154
C: 3.893 -0.244 -4.901  -0.609
C: 4.241 -1.524 -5.302  -0.540
C: 3.623 -2.620 -4.711  -0.558
C: 2.668 -2.447 -3.725  -0.609
H: 2.645 0.937 -3.591  0.262
H: 4.365 0.617 -5.356  0.443
H: 4.989 -1.671 -6.069  0.396
H: 3.890 -3.623 -5.018  0.396
H: 2.183 -3.292 -3.259  0.483
C: -0.351 -0.773 5.459  -1.454
Si: 0.137 -1.278 3.738  0.461
C: 2.004 -1.154 3.487  2.769
C: 2.722 -2.028 4.526  -1.970
C: 2.432 -1.584 2.079  -1.870
C: 2.427 0.309 3.705  -2.234
C: -0.797 -2.823 3.182  2.508
C: -2.317 -2.612 3.326  -1.692
C: -0.525 -3.277 1.744  -1.831
C: -0.392 -3.948 4.150  -2.012
H: -0.185 -1.582 6.173  0.418
H: -1.413 -0.519 5.462  0.304
H: 0.206 0.098 5.811  0.301
H: 2.512 -3.089 4.386  0.368
H: 2.447 -1.759 5.549  0.322
H: 3.805 -1.894 4.432  0.469
H: 2.296 -2.650 1.910  0.299
H: 3.497 -1.364 1.939  0.553
H: 1.885 -1.050 1.297  0.062
H: 2.080 0.716 4.658  0.263
H: 2.080 0.962 2.898  0.426
H: 3.519 0.371 3.707  0.459
H: -2.713 -1.965 2.546  0.151
H: -2.610 -2.197 4.291  0.271
H: -2.805 -3.586 3.218  0.578
H: -0.709 -2.497 1.006  0.044
H: -1.202 -4.102 1.507  0.555
H: 0.492 -3.647 1.607  0.260
H: -0.677 -3.730 5.183  0.327
H: 0.678 -4.165 4.129  0.336
H: -0.915 -4.862 3.852  0.481
C: 6.580 2.846 1.938  -1.565
C: 5.204 2.260 1.657  0.402
C: 4.970 1.980 0.176  -0.973
C: 3.554 1.471 -0.118  0.450
Ge: 2.236 2.910 -0.131  0.321
C: 1.641 3.451 -1.907  -0.147
C: 2.818 3.830 -2.812  -0.846
C: 3.525 5.118 -2.405  -0.157
C: 4.693 5.451 -3.323  -1.447
H: 6.734 3.022 3.003  0.419
H: 6.710 3.800 1.421  0.345
H: 7.370 2.175 1.593  0.320
H: 4.431 2.942 2.026  0.209
H: 5.078 1.325 2.211  -0.050
H: 5.706 1.246 -0.166  0.547
H: 5.176 2.895 -0.394  0.228
H: 3.255 0.726 0.622  -0.574
H: 3.494 0.986 -1.093  0.271
H: 2.727 4.112 0.689  -0.207
H: 0.936 4.279 -1.802  0.640
H: 1.097 2.607 -2.334  -0.182
H: 2.465 3.932 -3.844  0.686
H: 3.554 3.015 -2.829  0.146
H: 3.884 5.036 -1.374  0.135
H: 2.801 5.938 -2.407  0.406
H: 5.446 4.660 -3.301  0.300
H: 5.181 6.382 -3.032  0.411
H: 4.359 5.559 -4.357  0.339
C: -7.690 -4.765 -2.782  -0.426
C: -7.037 -3.786 -3.523  -0.708
C: -5.879 -3.199 -3.037  -0.256
C: -5.358 -3.587 -1.806  0.230
C: -6.012 -4.573 -1.074  -0.385
C: -7.177 -5.158 -1.556  -0.583
As: -3.767 -2.772 -1.004  0.185
C: -4.485 -0.983 -0.767  0.531
C: -5.363 -0.562 0.217  -0.627
C: -5.747 0.771 0.261  -0.737
C: -5.244 1.673 -0.672  -0.881
C: -4.356 1.253 -1.648  -0.161
C: -3.968 -0.082 -1.700  0.220
C: -3.037 -0.681 -2.685  0.433
C: -2.315 0.013 -3.653  -0.192
C: -1.498 -0.682 -4.534  -0.788
C: -1.399 -2.067 -4.460  -0.510
C: -2.087 -2.762 -3.474  -0.784
C: -2.894 -2.072 -2.587  -0.019
H: -8.595 -5.220 -3.163  0.372
H: -7.435 -3.476 -4.481  0.385
H: -5.378 -2.433 -3.618  0.347
H: -5.608 -4.892 -0.119  0.337
H: -7.678 -5.922 -0.976  0.377
H: -5.747 -1.261 0.951  0.418
H: -6.437 1.110 1.023  0.408
H: -5.546 2.712 -0.632  0.411
H: -3.960 1.966 -2.361  0.511
H: -2.387 1.093 -3.722  0.368
H: -0.932 -0.141 -5.282  0.404
H: -0.761 -2.599 -5.155  0.397
H: -1.971 -3.837 -3.391  0.411

# C12H36F2O6S6Zr

C12H36F2O6S6Zr as an isolated structure in a non-equilibrium geometry (wB97M-V/def2-TZVPD, the Open Molecules 2025 dataset).

Properties
2S+1: 1
Gap between HOMO and LUMO: 10.66 eV
Total charge: +2
HOMO level: -0.5386 Eh
LUMO: -4.0 eV
Relative energy (zero: lowest compared OMol25 entry of this formula, charge and spin): 0.0 kcal per mole
E_tot: -3565.80964 a.u.
Strongest force on any atom: 1.74 eV/Å

Last column: natural (NBO) charge in e.
Element x y z (Å)
Zr: -0.057 -0.238 -0.137  2.429
F: -0.707 -2.127 -0.725  -0.717
F: 1.558 1.117 -0.185  -0.749
C: -1.448 3.390 2.310  -0.837
S: -0.048 2.318 2.458  1.308
O: -0.272 1.170 1.530  -1.010
C: 1.212 3.356 1.738  -0.834
H: -2.304 2.818 2.691  0.242
H: -1.673 3.656 1.281  0.236
H: -1.334 4.239 2.980  0.267
H: 0.765 3.952 0.947  0.228
H: 1.976 2.696 1.333  0.295
H: 1.605 4.003 2.521  0.256
C: 4.191 -2.410 0.441  -0.822
S: 2.463 -2.753 0.465  1.313
O: 1.805 -1.477 0.025  -1.001
C: 2.407 -3.847 -0.908  -0.846
H: 4.420 -1.763 1.284  0.258
H: 4.474 -1.944 -0.500  0.240
H: 4.714 -3.357 0.590  0.255
H: 1.367 -4.022 -1.174  0.278
H: 2.826 -4.803 -0.576  0.254
H: 2.997 -3.486 -1.748  0.237
C: 2.963 0.111 -3.248  -0.832
S: 1.592 -1.001 -3.136  1.325
O: 0.656 -0.340 -2.162  -1.000
C: 0.884 -0.773 -4.730  -0.825
H: 2.686 1.084 -3.642  0.238
H: 3.724 -0.342 -3.890  0.253
H: 3.375 0.174 -2.241  0.270
H: 0.577 0.255 -4.911  0.240
H: 0.040 -1.454 -4.809  0.265
H: 1.645 -1.077 -5.451  0.258
C: -0.280 -1.242 4.334  -0.806
S: -0.859 -2.034 2.830  1.302
O: -0.078 -1.379 1.747  -1.002
C: -0.068 -3.598 3.055  -0.829
H: 0.807 -1.260 4.270  0.245
H: -0.628 -1.836 5.176  0.252
H: -0.655 -0.224 4.349  0.242
H: 0.997 -3.428 3.223  0.242
H: -0.200 -4.152 2.127  0.262
H: -0.501 -4.128 3.900  0.258
C: -3.886 -0.570 2.308  -0.838
S: -3.433 0.296 0.830  1.302
O: -2.157 -0.274 0.317  -1.000
C: -4.631 -0.468 -0.241  -0.807
H: -3.644 -1.630 2.247  0.258
H: -4.965 -0.413 2.386  0.258
H: -3.446 -0.108 3.190  0.243
H: -4.395 -0.138 -1.250  0.255
H: -5.635 -0.147 0.024  0.252
H: -4.478 -1.543 -0.160  0.254
C: -1.993 3.473 -2.439  -0.816
S: -0.706 2.974 -1.321  1.294
O: -0.933 1.503 -1.127  -1.001
C: 0.680 3.121 -2.413  -0.826
H: -2.170 4.536 -2.295  0.260
H: -2.876 2.923 -2.109  0.256
H: -1.767 3.173 -3.457  0.249
H: 0.615 2.304 -3.129  0.242
H: 1.604 3.067 -1.846  0.274
H: 0.602 4.072 -2.944  0.253

# H35O18

H35O18 as an isolated structure in a non-equilibrium geometry (wB97M-V/def2-TZVPD, the Open Molecules 2025 dataset).

Properties
2S+1: 2
Gap between HOMO and LUMO (spin up / spin down): 10.21 / 4.13 eV
HOMO level (spin up / spin down): -0.4089 / -0.4089 Eh
LUMO (spin up / spin down): -0.9 / -7.0 eV
Relative energy (zero: lowest compared OMol25 entry of this formula, charge and spin): 89.8 kcal per mole
E_tot: -1374.99946 a.u.
<S²>: 0.76
Strongest force on any atom: 6.84 eV/Å

Last column: natural (NBO) charge in e.
Element x y z (Å)
O: 1.748 2.319 0.083  -0.952
H: -0.467 -2.108 -1.799  0.515
H: -0.182 -1.985 -4.485  0.453
O: 0.368 1.786 2.362  -0.697
H: -0.806 -3.758 -4.342  0.443
O: -1.693 4.125 3.291  -0.925
H: 2.379 -0.488 -1.880  0.479
H: -1.996 3.260 2.904  0.489
O: -2.272 -3.205 2.140  -0.935
H: 2.279 -4.002 0.496  0.462
H: -1.910 -2.375 2.277  0.468
O: -5.137 0.436 3.022  -0.926
H: -5.144 -0.256 3.720  0.477
H: 2.119 1.639 -0.335  0.496
O: 1.100 4.299 3.265  -0.840
H: 0.045 -3.036 -0.511  0.489
H: 0.747 4.632 2.514  0.458
O: -0.335 -2.951 -1.376  -1.002
H: -1.973 -0.314 -0.983  0.517
H: -1.443 4.735 2.645  0.465
O: -0.853 -0.605 2.910  -0.932
H: -1.216 2.942 -2.485  0.487
H: -0.474 0.603 -1.136  0.531
O: 1.398 -0.901 0.485  -1.017
H: 1.829 -0.475 1.203  0.475
H: 0.024 -0.888 2.506  0.495
O: -0.677 2.354 -0.746  -1.000
H: -1.201 2.563 0.215  0.491
H: -0.855 1.877 2.143  0.454
O: -0.942 -0.303 -1.151  -1.044
H: -2.213 0.777 1.996  0.488
H: -0.926 0.268 2.740  0.440
O: 2.783 0.241 -2.495  -0.980
H: 3.293 -0.268 -3.189  0.500
H: -1.752 -3.580 1.246  0.465
O: -2.038 1.717 1.965  -0.815
H: 0.707 1.639 3.160  0.471
H: 0.784 3.424 3.364  0.459
O: 0.181 -1.129 -4.450  -0.919
H: -4.258 0.719 2.958  0.451
H: 1.347 2.206 0.970  0.489
O: 3.101 -4.491 0.809  -0.930
H: 0.214 2.632 -0.557  0.500
H: 2.709 -5.403 0.807  0.469
O: 4.774 -2.469 -2.738  -0.987
H: -0.379 -0.605 -4.005  0.462
H: 4.293 -3.232 -3.212  0.500
O: -0.058 -4.249 -4.061  -0.935
H: 0.485 -0.461 0.103  0.519
H: 0.085 -3.728 -3.196  0.487
O: -1.470 3.221 -3.374  -0.962
H: -0.997 4.039 -3.549  0.465
H: 5.039 -2.554 -1.848  0.488

# C25H67NO23S

A 22-piece molecular cluster, C25H67NO23S overall in a non-equilibrium geometry (wB97M-V/def2-TZVPD, the Open Molecules 2025 dataset).

Properties
2S+1: 1
Gap between HOMO and LUMO: 7.43 eV
HOMO level: -0.2862 Eh
LUMO: -0.4 eV
Relative energy (zero: lowest compared OMol25 entry of this formula, charge and spin): 306.8 kcal per mole
E_tot: -3175.76076 a.u.
Strongest force on any atom: 4.90 eV/Å

Last column: Mulliken charge in e.
Element x y z (Å)
C: -2.652 -0.548 3.997  -0.669
O: -1.946 -1.820 3.987  -0.116
C: -2.433 -2.706 2.938  -0.371
C: -1.259 -3.121 1.932  -0.406
C: -0.537 -1.843 1.224  -0.236
C: 0.327 -2.440 0.006  -0.449
C: 1.698 -1.681 -0.277  1.131
C: 2.784 -1.596 0.843  0.160
C: 2.561 -2.212 2.328  -0.667
C: 2.302 -0.914 3.278  0.234
O: 2.184 0.238 2.750  -0.557
C: 2.140 -0.978 4.856  0.660
C: 1.209 -1.936 5.647  -0.236
C: 1.177 -1.783 7.199  -0.493
C: 2.015 -0.715 8.003  -0.481
C: 2.968 0.217 7.213  -0.499
C: 2.999 0.069 5.673  -0.180
C: 4.184 -0.905 0.632  -0.564
C: 4.509 -0.234 -0.723  -0.757
C: 3.425 -0.290 -1.826  0.454
C: 2.026 -0.995 -1.658  -0.620
N: 1.048 -0.984 -2.762  -0.077
C: 0.777 0.398 -3.257  0.254
C: -0.655 0.991 -3.352  -0.861
C: -0.841 2.459 -3.876  -0.274
C: 0.340 3.358 -4.345  -0.610
C: 1.795 2.761 -4.250  -0.383
C: 1.974 1.325 -3.712  0.667
S: 3.652 0.528 -3.495  -0.250
H: -1.864 0.267 4.236  0.228
H: -3.113 -0.251 2.993  0.226
H: -3.431 -0.469 4.841  0.197
H: -3.328 -2.305 2.335  0.172
H: -2.799 -3.677 3.451  0.242
H: -0.481 -3.809 2.446  0.226
H: -1.743 -3.788 1.117  0.269
H: -1.392 -1.202 0.807  0.425
H: 0.048 -1.201 1.962  -0.032
H: 0.613 -3.521 0.314  0.402
H: -0.361 -2.553 -0.902  -0.212
H: 3.540 -2.696 2.657  0.551
H: 1.654 -2.917 2.365  0.088
H: 0.597 -2.697 5.061  0.209
H: 0.498 -2.467 7.806  0.344
H: 1.949 -0.605 9.133  0.359
H: 3.622 1.014 7.728  0.334
H: 3.698 0.774 5.093  0.111
H: 4.962 -0.895 1.479  0.286
H: 5.483 0.303 -0.957  0.327
H: 0.120 -1.329 -2.476  0.369
H: -1.562 0.375 -3.031  0.327
H: -1.884 2.942 -3.924  0.314
H: 0.224 4.439 -4.713  0.265
H: 2.721 3.371 -4.543  0.243
O: 4.692 -2.496 -5.250  -0.652
H: 3.908 -2.692 -5.774  0.311
H: 4.514 -1.619 -4.889  0.282
O: 3.503 4.261 -6.628  -0.587
H: 3.251 3.995 -7.522  0.292
H: 4.283 4.815 -6.759  0.298
O: -0.627 1.180 6.633  -0.634
H: -0.020 1.844 6.986  0.366
H: -0.041 0.488 6.302  0.302
O: -3.218 3.230 -5.990  -0.631
H: -3.938 3.056 -5.371  0.299
H: -2.920 2.351 -6.254  0.303
O: 0.649 1.400 -7.084  -0.654
H: 0.793 1.854 -6.240  0.303
H: -0.202 1.739 -7.387  0.322
O: -3.108 -3.416 6.154  -0.635
H: -3.762 -2.895 6.633  0.313
H: -2.518 -2.753 5.765  0.295
O: 3.822 -1.204 -7.389  -0.666
H: 3.155 -0.696 -6.906  0.354
H: 4.401 -0.530 -7.766  0.288
O: -4.853 1.376 5.503  -0.552
H: -4.700 1.825 6.343  0.280
H: -5.697 1.732 5.198  0.287
O: 2.759 -2.596 -9.716  -0.634
H: 2.903 -2.150 -8.867  0.366
H: 1.911 -2.251 -10.021  0.307
O: -5.300 -1.129 1.883  -0.567
H: -5.927 -0.735 2.503  0.247
H: -5.861 -1.505 1.194  0.286
O: -4.324 0.971 -4.151  -0.587
H: -5.044 0.798 -3.532  0.289
H: -4.026 0.092 -4.415  0.305
O: -0.972 -3.613 -2.344  -0.522
H: -1.789 -3.945 -2.738  0.238
H: -0.317 -4.290 -2.555  0.275
O: 2.512 7.035 -7.330  -0.673
H: 2.398 6.418 -6.594  0.327
H: 1.753 7.629 -7.258  0.317
O: 4.817 -2.547 7.495  -0.685
H: 4.948 -2.121 8.350  0.306
H: 3.974 -2.193 7.184  0.414
O: 3.689 8.664 -9.304  -0.622
H: 3.512 8.195 -8.474  0.353
H: 3.942 9.551 -9.022  0.314
O: -7.269 -0.100 4.342  -0.568
H: -7.393 -0.712 5.077  0.291
H: -8.014 0.509 4.417  0.286
O: -6.138 -4.067 0.178  -0.650
H: -5.955 -4.944 0.538  0.315
H: -5.411 -3.523 0.506  0.323
O: -0.418 2.761 9.286  -0.642
H: -1.011 2.010 9.150  0.329
H: -1.013 3.512 9.399  0.304
O: 5.698 2.459 5.142  -0.622
H: 5.456 2.220 4.238  0.291
H: 6.484 3.009 5.036  0.310
O: -1.417 -0.380 -8.496  -0.624
H: -1.215 -1.253 -8.137  0.306
H: -0.700 0.178 -8.168  0.341
O: -7.733 -0.412 0.938  -0.541
H: -8.523 -0.605 0.417  0.267
H: -7.896 0.471 1.292  0.275